Entry from OMol25: a 6-piece molecular cluster, C12H39N3O6 overall in a non-equilibrium geometry (ωB97M-V/def2-TZVPD).

Each line ends with the Löwdin charge.
Geometry (Å):
C (2.153, 2.447, -4.566)  -0.057
C (2.127, 1.354, -3.460)  -0.410
C (1.894, 1.927, -2.084)  -0.224
O (3.063, 2.636, -1.718)  -0.166
C (2.929, 3.265, -0.475)  -0.121
N (1.083, 0.347, -3.782)  0.039
H (2.060, 1.966, -5.540)  0.064
H (3.135, 2.924, -4.550)  0.071
H (1.352, 3.168, -4.402)  0.075
H (3.116, 0.890, -3.457)  0.134
H (1.765, 1.061, -1.414)  0.112
H (0.979, 2.519, -1.951)  0.118
H (2.608, 2.568, 0.307)  0.082
H (2.233, 4.115, -0.503)  0.082
H (3.878, 3.719, -0.187)  0.086
H (0.862, 0.469, -4.763)  0.047
H (0.208, 0.667, -3.346)  0.017
C (0.414, -3.449, 4.126)  -0.048
C (-0.188, -3.527, 2.720)  -0.410
C (-1.437, -2.676, 2.582)  -0.231
O (-2.503, -3.054, 3.416)  -0.174
C (-3.050, -4.321, 3.088)  -0.102
N (0.816, -2.947, 1.785)  0.028
H (0.641, -2.399, 4.346)  0.082
H (1.340, -4.011, 4.231)  0.077
H (-0.294, -3.657, 4.930)  0.079
H (-0.366, -4.568, 2.436)  0.132
H (-1.778, -2.589, 1.538)  0.125
H (-1.156, -1.632, 2.756)  0.123
H (-4.130, -4.263, 3.231)  0.086
H (-2.652, -5.089, 3.753)  0.088
H (-2.901, -4.553, 2.031)  0.090
H (0.517, -3.267, 0.868)  0.082
H (1.715, -3.391, 1.938)  0.094
C (-2.609, -0.487, -1.561)  -0.056
C (-2.370, 1.015, -1.695)  -0.432
C (-1.485, 1.493, -0.563)  -0.229
O (-1.541, 2.899, -0.473)  -0.171
C (-0.962, 3.435, 0.686)  -0.111
N (-1.790, 1.359, -3.008)  0.040
H (-1.654, -0.980, -1.384)  0.078
H (-3.233, -0.882, -2.361)  0.076
H (-3.255, -0.618, -0.685)  0.075
H (-3.318, 1.560, -1.591)  0.137
H (-0.492, 1.061, -0.728)  0.103
H (-1.837, 1.023, 0.363)  0.128
H (-0.202, 2.770, 1.112)  0.067
H (-1.689, 3.638, 1.479)  0.087
H (-0.450, 4.363, 0.430)  0.086
H (-2.563, 1.420, -3.666)  0.081
H (-1.482, 2.331, -2.954)  0.077
O (2.515, -1.918, -0.721)  -0.080
H (2.127, -1.259, -0.099)  -0.010
H (1.780, -2.468, -0.999)  0.014
O (1.070, -0.202, 0.975)  -0.115
H (0.986, 0.355, 1.774)  0.000
H (0.779, -1.098, 1.295)  0.008
O (0.372, 1.176, 3.302)  -0.046
H (1.156, 1.493, 3.769)  0.067
H (-0.286, 1.871, 3.421)  0.054

Frontier orbital gap in eV: 8.6257
Relative energy (zero: lowest compared OMol25 entry of this formula, charge and spin) in kJ/mol: 41.4
HOMO in hartree: -0.31181
Total energy in hartree: -1096.24246
F_max in eV/A: 1.6
Structure (SMILES): COC[C@H](C)N.COC[C@H](C)N.COC[C@H](C)N.O.O.O
Charge: 0
Spin multiplicity: 1
E_LUMO in eV: 0.1